The following is a DFT calculation (ωB97M-V/def2-TZVPD) of H26NeO13 as an isolated structure.

Calculated values
energy relative to the best compared isomer or geometry (same formula, charge and spin): 119.7 kJ/mol
highest occupied orbital energy: -10.5 eV
max |F|: 0.998 eV/Å

Last column: natural (NBO) charge in e.
Atoms and positions in Å:
Ne -0.01800 -0.52665 -0.01753  0.000
O 1.51636 -0.35561 3.70911  -0.967
H 1.43870 -1.26570 3.99533  0.478
H 1.78390 -0.41446 2.79195  0.506
O -1.02234 0.55155 3.63812  -0.956
H -1.02972 1.50248 3.52900  0.439
H -0.09548 0.32641 3.71864  0.488
O -1.62692 2.38439 -0.96677  -0.974
H -0.95315 2.26021 -0.29831  0.498
H -1.24796 3.01953 -1.57440  0.479
O 0.36231 -3.37706 -1.93539  -0.933
H -0.29580 -3.88691 -1.46297  0.480
H 1.02387 -4.01911 -2.19297  0.474
O 0.60948 2.48677 1.09118  -0.959
H 1.35477 3.04927 0.88051  0.487
H 0.22760 2.87854 1.87662  0.488
O 2.31550 0.25768 1.06750  -0.984
H 1.72757 0.97284 1.31062  0.476
H 2.19449 0.15800 0.12323  0.496
O 3.32915 2.75229 -0.94592  -0.957
H 2.67264 2.05971 -1.02044  0.484
H 3.50562 2.81570 -0.00727  0.462
O -0.06509 0.13669 -3.26592  -0.949
H 0.27133 0.89631 -3.74134  0.485
H 0.02369 -0.59057 -3.88192  0.497
O 1.66683 -3.14446 0.56865  -0.955
H 1.06877 -3.49510 1.22865  0.460
H 1.19791 -3.24810 -0.25937  0.473
O 2.16362 0.34908 -1.78854  -0.982
H 2.64649 0.25998 -2.61021  0.484
H 1.24249 0.31483 -2.04658  0.499
O -3.51424 0.58792 0.22661  -0.977
H -3.08898 1.34114 -0.18331  0.503
H -4.45068 0.74785 0.10943  0.478
O -2.33656 -0.97585 -2.15318  -0.976
H -2.66044 -0.58438 -1.34196  0.481
H -1.51927 -0.51158 -2.33409  0.477
O -3.40791 -1.92533 1.77234  -0.949
H -3.74031 -2.61367 1.19621  0.455
H -3.27044 -1.17453 1.19473  0.488

***

The following is a DFT calculation (ωB97M-V/def2-TZVPD) of a 2-piece molecular cluster, C10H13BrN4 overall at a distorted geometry.

Calculated values
energy relative to the best compared isomer or geometry (same formula, charge and spin): 55.8 kJ/mol
charge: +2
highest occupied orbital energy (spin up / spin down): -16.6 / -16.6 eV
max |F|: 4.095 eV/Å

Last column: natural (NBO) charge in e.
Atoms and positions in Å:
C 3.45808 1.62563 0.67211  -0.020
C 2.99148 1.63436 -0.64894  -0.224
C 2.79100 0.90388 1.66117  -0.218
C 1.95766 0.82231 -1.05533  -0.048
C 1.75486 0.12290 1.27213  -0.104
C 1.29518 -0.01131 -0.07971  -0.190
C -1.25613 -1.30196 -2.10471  0.416
C -1.86298 -1.91386 0.11462  0.715
C 0.08167 -0.69591 -0.32711  0.551
C -1.54949 2.18543 -0.20453  -0.559
N -0.12792 -0.92427 -1.63413  -0.470
N -0.84178 -1.19631 0.62966  -0.535
N -2.14757 -1.92984 -1.23614  -0.563
N -2.51212 -2.62863 0.98792  -0.697
Br -2.85064 1.05722 1.05911  -0.116
H 4.34486 2.22370 0.77168  0.255
H 3.60893 2.15450 -1.29546  0.252
H 2.99348 0.94517 2.69787  0.257
H 1.53155 0.76019 -2.02284  0.246
H 1.36488 -0.48521 2.12655  0.220
H -1.59278 -1.16472 -3.12090  0.262
H -0.58315 2.08128 0.35171  0.211
H -1.44601 1.67517 -1.11861  0.192
H -1.83996 3.36418 -0.20093  0.296
H -0.82665 -1.02196 1.61950  0.477
H -3.03046 -2.39123 -1.58784  0.482
H -2.46148 -2.69332 2.04464  0.480
H -3.24451 -3.19739 0.62851  0.434

***

The following is a DFT calculation (ωB97M-V/def2-TZVPD) of C17H23ClN2W as an isolated structure at a distorted geometry.

Calculated values
energy relative to the best compared isomer or geometry (same formula, charge and spin): 305.7 kJ/mol
charge: +2
2S+1: 3
highest occupied orbital energy (spin up / spin down): -13.0 / -15.0 eV
<S²>: 2.0145
max |F|: 5.380 eV/Å

Last column: Löwdin spin population.
Atoms and positions in Å:
C 0.05916 0.43652 -3.91835  0.038
C 1.42093 0.91048 -4.26394  0.006
C -0.19783 -0.96417 -4.31502  0.008
C -1.04364 1.33622 -4.34447  0.005
Cl 0.06135 0.41035 -1.40386  0.116
H -0.16884 -1.02240 -5.40851  0.003
H -1.17760 -1.36175 -3.94764  0.001
H 0.52553 -1.70270 -3.88155  0.001
H 1.54047 1.01130 -5.34439  0.002
H 2.20073 0.21536 -3.86610  0.000
H 1.69230 1.86594 -3.76392  0.001
H -1.03853 1.44619 -5.44014  0.002
H -1.02137 2.34055 -3.87344  0.000
H -2.03607 0.95006 -4.02500  0.000
C 1.53850 -1.58543 2.23839  0.119
C 0.60141 -2.29141 1.42975  -0.015
C 0.88575 -1.97648 0.06344  0.016
H -0.09302 -3.05734 1.81867  0.000
C 2.00509 -1.06999 0.03689  0.068
C 2.42366 -0.90037 1.36856  0.056
H 3.33062 -0.32306 1.65784  0.001
H 1.63430 -1.77029 3.35465  0.003
H 0.44336 -2.46133 -0.82162  0.002
H 2.53494 -0.69553 -0.87509  0.003
C -2.20843 0.79805 1.45927  0.089
C -1.99927 -0.43065 2.15323  0.038
C -1.87572 -1.47670 1.22369  0.005
H -2.01882 -0.57873 3.25597  0.001
C -1.95353 -0.86200 -0.09394  0.058
C -2.16822 0.52597 0.05730  0.058
H -2.46887 1.24379 -0.70475  0.003
H -2.54307 1.75309 1.86307  0.006
H -1.64938 -2.51014 1.46259  0.000
H -2.00901 -1.37202 -1.04395  0.004
W -0.24030 -0.08220 0.84007  1.188
N -0.01726 1.77032 4.83276  0.009
C 1.34342 1.58298 4.68379  0.006
C 1.53704 1.15385 3.38911  0.011
N 0.30563 0.95097 2.79801  0.061
C -0.57355 1.49223 3.63815  0.025
H -0.47806 2.04532 5.71310  0.000
H 2.08987 1.66524 5.45340  0.001
H 2.47671 0.93558 2.91695  0.001
H -1.67038 1.65433 3.62704  0.000

***

The following is a DFT calculation (ωB97M-V/def2-TZVPD) of C22H28N4O4S in the gas phase at a distorted geometry.

Calculated values
SMILES: CN(C)c1ccc([C@@H]2N(C(=O)N3CCOCC3)CCN2S(=O)(=O)c2ccccc2)cc1
energy relative to the best compared isomer or geometry (same formula, charge and spin): 268.4 kJ/mol
highest occupied orbital energy: -7.8 eV
max |F|: 1.141 eV/Å

Last column: natural (NBO) charge in e.
Atoms and positions in Å:
C 4.37943 -1.27033 -1.34318  -0.401
N 3.41921 -0.22599 -1.60926  -0.413
C 2.18063 -0.27526 -1.02004  0.180
C 1.15540 0.60957 -1.39095  -0.301
C -0.07942 0.57195 -0.77966  -0.112
C -0.36562 -0.36411 0.20612  -0.121
C 0.64706 -1.23016 0.59729  -0.204
C 1.89266 -1.19226 0.00213  -0.254
H 2.64054 -1.89004 0.33993  0.212
H 0.45620 -1.94449 1.38546  0.227
C -1.68427 -0.37173 0.92883  0.112
N -1.73544 0.82324 1.78329  -0.705
S -1.34633 0.64319 3.39748  2.320
O -2.41199 1.13746 4.22468  -0.939
O -0.87857 -0.69758 3.60654  -0.939
C 0.03592 1.77274 3.50332  -0.247
C -0.11683 2.98605 4.14315  -0.207
C 0.94885 3.87140 4.17608  -0.215
C 2.14561 3.53308 3.56466  -0.195
C 2.28527 2.31138 2.92365  -0.197
C 1.22388 1.42276 2.89262  -0.215
H 1.30037 0.46411 2.40557  0.240
H 3.21906 2.05143 2.44843  0.218
H 2.97472 4.22477 3.58890  0.216
H 0.84548 4.82242 4.67632  0.219
H -1.06225 3.21191 4.61030  0.240
C -2.88480 1.63020 1.43166  -0.237
H -3.32468 2.04321 2.33822  0.242
H -2.57225 2.44039 0.76385  0.197
C -3.79839 0.63946 0.71209  -0.230
N -2.87628 -0.30157 0.09113  -0.484
C -2.84536 -0.32027 -1.29756  0.818
O -3.43604 0.50157 -1.97376  -0.657
N -2.14199 -1.34689 -1.86413  -0.463
C -2.04905 -1.37352 -3.31155  -0.246
H -2.13871 -0.35267 -3.68186  0.241
H -2.86115 -1.97934 -3.73601  0.189
C -0.70360 -1.98634 -3.69432  -0.079
O -0.58079 -3.29254 -3.17837  -0.527
C -0.66983 -3.28410 -1.77198  -0.075
H -0.60570 -4.32731 -1.45782  0.193
C -1.98571 -2.66523 -1.28748  -0.241
H -1.99581 -2.61215 -0.20198  0.220
H -2.81867 -3.30242 -1.62206  0.191
H 0.17354 -2.72022 -1.35019  0.180
H -0.61340 -2.07662 -4.77792  0.194
H 0.10782 -1.35264 -3.30398  0.169
H -4.41751 0.09590 1.43296  0.196
H -4.42253 1.09978 -0.05217  0.252
H -1.73583 -1.24835 1.59347  0.220
H -0.83810 1.27502 -1.08852  0.213
H 1.31854 1.34243 -2.16339  0.218
C 3.62886 0.60684 -2.76885  -0.401
H 2.97532 0.32594 -3.60332  0.187
H 3.44984 1.65567 -2.52227  0.199
H 4.66119 0.51433 -3.09772  0.208
H 3.99660 -2.26056 -1.61601  0.190
H 4.65077 -1.27957 -0.28504  0.198
H 5.28413 -1.08393 -1.91678  0.208